Formula: C35H59NO18S
Source: the OMol25 dataset
Level of theory: ωB97M-V with the def2-TZVPD basis set

Positions of all 114 atoms, in Å:
C1 8.50052 1.02944 1.00840
C2 7.61306 1.92834 0.03167
C3 7.17266 1.15569 -1.29455
O1 5.73578 1.21199 -1.36950
C4 5.13133 -0.07241 -1.56458
C5 3.83113 -0.07959 -0.66941
C6 3.97643 -0.43084 0.75394
C7 2.83496 -0.42555 1.68837
C8 1.55802 -0.05538 1.12498
C9 1.40644 0.27724 -0.31811
C10 2.51696 0.27072 -1.24025
C11 -0.10576 0.62249 -0.49817
O2 -0.83172 0.56485 -1.44414
N1 -0.49082 1.00812 0.83533
C12 -0.55757 2.44007 1.17001
C13 0.80393 3.22357 1.03351
C14 1.12188 3.73591 -0.42867
S1 2.96701 3.87094 -0.69651
C15 0.13852 0.11388 1.75688
O3 -0.28860 -0.40952 2.74574
H1 8.83010 0.10967 0.46596
H2 9.38945 1.65569 1.30296
H3 7.96111 0.79195 1.95964
H4 6.68857 2.19896 0.60761
H5 8.12039 2.89705 -0.20995
H6 7.60172 0.12592 -1.35694
H7 7.56302 1.78309 -2.14376
H8 5.75142 -0.93906 -1.23130
H9 4.77671 -0.12844 -2.62436
H10 4.97726 -0.68777 1.17137
H11 2.92040 -0.65735 2.76946
H12 2.35752 0.53567 -2.30544
H13 -0.91020 2.58851 2.22918
H14 -1.31187 2.95975 0.51891
H15 0.77701 4.14383 1.68605
H16 1.70279 2.64885 1.38114
H17 0.74736 3.06830 -1.24332
H18 0.72371 4.76398 -0.63991
H19 3.50158 2.75868 -0.09001
C16 6.66885 -0.46390 -6.98907
C17 7.58203 -0.57664 -5.78484
O4 7.06187 -1.51350 -4.83196
C18 7.28361 -2.80254 -5.11031
O5 7.87906 -3.22942 -6.06858
O6 6.70864 -3.53649 -4.14616
C19 6.80702 -4.94270 -4.36034
H20 5.64778 -0.23668 -6.67608
H21 7.01649 0.31966 -7.66412
H22 6.63120 -1.40367 -7.54279
H23 7.63440 0.38705 -5.27603
H24 8.59959 -0.84461 -6.07545
H25 7.83977 -5.24560 -4.53295
H26 6.17443 -5.23562 -5.19942
H27 6.44801 -5.44602 -3.46402
C20 -4.39737 0.64563 7.61336
C21 -4.52256 -0.86459 7.62793
O7 -4.52906 -1.39159 6.29580
C22 -3.32785 -1.50427 5.71372
O8 -2.26873 -1.21554 6.21048
O9 -3.51171 -1.97444 4.47691
C23 -2.30829 -2.07595 3.70600
H28 -5.16786 1.08911 6.97928
H29 -4.49147 1.05058 8.62234
H30 -3.43332 0.95625 7.20670
H31 -5.47516 -1.14742 8.07829
H32 -3.73375 -1.32749 8.22429
H33 -1.54521 -2.64556 4.23706
H34 -1.93584 -1.08070 3.45237
H35 -2.55159 -2.60191 2.78292
C24 -8.57653 5.39715 10.00883
C25 -7.48368 5.85015 9.06146
O10 -7.10764 4.79391 8.16879
C26 -7.92334 4.60527 7.12551
O11 -8.91589 5.23971 6.87586
O12 -7.45471 3.57163 6.41568
C27 -8.27565 3.21034 5.30503
H36 -8.28055 4.48227 10.52604
H37 -8.79035 6.17051 10.74837
H38 -9.49771 5.17407 9.46779
H39 -6.59007 6.10728 9.63173
H40 -7.77867 6.74131 8.50413
H41 -8.47917 4.07017 4.66677
H42 -9.20625 2.76437 5.65788
H43 -7.73505 2.46700 4.72080
C28 5.38823 -5.53136 -9.40024
C29 5.79556 -6.93539 -8.99925
O13 4.91508 -7.45134 -7.99373
C30 3.74594 -7.92511 -8.43788
O14 3.38444 -7.96272 -9.58573
O15 3.03554 -8.33304 -7.37865
C31 1.72589 -8.79865 -7.70400
H44 5.31202 -4.88810 -8.52116
H45 6.11428 -5.10203 -10.09240
H46 4.40945 -5.52781 -9.88324
H47 6.79404 -6.91097 -8.56066
H48 5.83787 -7.60473 -9.86060
H49 1.75913 -9.56412 -8.47913
H50 1.09958 -7.96239 -8.01711
H51 1.29830 -9.23619 -6.80321
C32 -6.97439 0.64190 0.19764
C33 -6.98574 1.93052 0.99496
O16 -7.48286 3.01794 0.20418
C34 -8.81339 3.08511 0.09144
O17 -9.60834 2.33348 0.59546
O18 -9.11015 4.12552 -0.69728
C35 -10.50492 4.27194 -0.96258
H52 -6.43057 0.77600 -0.73948
H53 -6.50582 -0.16079 0.76927
H54 -7.98805 0.33265 -0.06323
H55 -5.96491 2.19044 1.27836
H56 -7.56034 1.82732 1.91769
H57 -11.08328 4.29549 -0.03904
H58 -10.84848 3.46417 -1.61002
H59 -10.64401 5.21850 -1.48258

Properties
LUMO level = -0.45 eV
SMILES = CCCOCc1ccc2c(c1)C(=O)N(CCCS)C2=O.CCOC(=O)OC.CCOC(=O)OC.CCOC(=O)OC.CCOC(=O)OC.CCOC(=O)OC

Mulliken population analysis, charges in e, atoms 1 to 2: -1.03 -0.25

***

Formula: C35H60B2O15
Source: the OMol25 dataset
Level of theory: ωB97M-V with the def2-TZVPD basis set

Positions of all 112 atoms, in Å:
C1 3.01888 -4.14964 6.65831
C2 3.54565 -2.75314 7.35291
O1 4.47546 -1.97318 6.51850
B1 3.78582 -0.77535 5.93464
O2 4.34949 0.59521 6.12398
C3 2.38626 -1.09707 5.09684
C4 2.58632 -2.03786 3.73073
C5 1.32038 -2.43238 2.76301
B2 1.59493 -3.41498 1.44608
O3 2.07497 -2.91230 0.13328
O4 1.27891 -4.86685 1.66428
C6 -0.16892 -1.84382 3.18940
C7 -0.37420 -0.90134 4.55576
C8 0.89803 -0.49123 5.56103
C9 0.68857 0.46881 6.87556
C10 -0.44911 -0.09351 7.94580
C11 -1.22372 1.12289 8.76641
O5 -1.68935 2.22240 7.90699
C12 -1.94130 -0.39479 4.84757
O6 -2.26408 0.83681 5.25799
C13 -3.09917 -1.56460 4.55049
C14 -4.42486 -1.78736 5.54287
C15 -5.50379 -3.01476 5.18989
C16 -5.24160 -3.99703 3.87352
C17 -3.93876 -3.75719 2.85852
C18 -2.88387 -2.54746 3.21443
C19 -1.53214 -2.20410 2.29123
O7 -1.58094 -2.18649 0.95692
H1 1.83223 -4.10271 6.58684
H2 3.50617 -4.33395 5.59258
H3 3.25700 -5.11656 7.31552
H4 2.58598 -2.14129 7.68673
H5 4.10481 -3.06445 8.34759
H6 4.50693 0.77420 7.11786
H7 3.68271 -2.42556 3.46245
H8 1.81541 -1.93144 0.01122
H9 1.46768 -5.39834 0.83622
H10 1.65824 0.65857 7.50954
H11 0.36801 1.53843 6.45368
H12 0.17623 -0.67633 8.77908
H13 -1.18002 -0.88426 7.48687
H14 -0.44417 1.58682 9.52958
H15 -2.19514 0.70206 9.31789
H16 -0.92147 2.83618 7.64947
H17 -4.59056 -1.11125 6.49703
H18 -6.46237 -3.24773 5.81952
H19 -5.94544 -4.89562 3.58929
H20 -3.71813 -4.43592 1.92742
C20 4.53909 1.19786 -3.91878
O8 5.24951 1.63897 -2.76695
C21 4.37116 2.05012 -1.71470
C22 4.29321 0.99094 -0.61236
O9 3.60786 -0.18015 -1.06850
C23 4.50215 -1.25019 -1.35371
H21 5.25742 0.76148 -4.61853
H22 3.79390 0.43933 -3.66612
H23 4.05230 2.05035 -4.40384
H24 3.37366 2.28694 -2.10376
H25 4.79340 2.96757 -1.29082
H26 3.70965 1.39376 0.22189
H27 5.29238 0.74064 -0.23534
H28 4.92718 -1.63736 -0.42377
H29 5.30316 -0.93538 -2.02743
H30 3.93598 -2.05000 -1.83812
C24 -1.28769 1.80130 -4.23274
O10 -1.52025 1.90592 -5.63308
C25 -0.64519 2.85062 -6.25724
C26 0.47243 2.14476 -7.02912
O11 1.39038 1.50286 -6.13775
C27 1.20070 0.09284 -6.09363
H31 -1.87774 0.96440 -3.84867
H32 -0.23358 1.61449 -4.01260
H33 -1.61520 2.71857 -3.73241
H34 -0.23300 3.55186 -5.52183
H35 -1.25271 3.42437 -6.96535
H36 1.04413 2.89501 -7.58504
H37 0.06095 1.43008 -7.75234
H38 1.51975 -0.35493 -7.03864
H39 0.15828 -0.16601 -5.89123
H40 1.82076 -0.31126 -5.28918
C28 -3.16363 0.00789 -7.92784
O12 -3.60274 0.68820 -9.09845
C29 -2.65217 0.59854 -10.16436
C30 -3.09989 -0.41293 -11.22246
O13 -3.03780 -1.75089 -10.71728
C31 -4.32512 -2.26316 -10.39098
H41 -3.99081 -0.01304 -7.21270
H42 -2.86681 -1.02077 -8.14752
H43 -2.32514 0.54860 -7.47666
H44 -1.65399 0.35264 -9.78275
H45 -2.60074 1.59033 -10.62631
H46 -2.40970 -0.36319 -12.07095
H47 -4.10568 -0.17768 -11.59149
H48 -4.89793 -2.43915 -11.30545
H49 -4.87263 -1.58384 -9.73266
H50 -4.19322 -3.21667 -9.87298
C32 -2.18769 3.58130 3.44726
O14 -2.42025 3.68592 2.04692
C33 -1.54519 4.63062 1.42276
C34 -0.42757 3.92476 0.65088
O15 0.49038 3.28286 1.54225
C35 0.30070 1.87284 1.58637
H51 -2.77774 2.74440 3.83133
H52 -1.13358 3.39449 3.66740
H53 -2.51520 4.49857 3.94759
H54 -1.13300 5.33186 2.15817
H55 -2.15271 5.20437 0.71465
H56 0.14413 4.67501 0.09496
H57 -0.83905 3.21008 -0.07234
H58 0.61975 1.42507 0.64136
H59 -0.74172 1.61399 1.78877
H60 0.92076 1.46874 2.39082

Properties
LUMO level = -1.65 eV
SMILES = CCOB(O)c1cc(B(O)O)c2c(c1CCCO)C(=O)c1ccccc1C2=O.COCCOC.COCCOC.COCCOC.COCCOC

Mulliken population analysis, charges in e, atoms 1 to 2: -0.79 0.17

***

Formula: C35H60F2N5O9
Source: the OMol25 dataset
Level of theory: ωB97M-V with the def2-TZVPD basis set

Positions of all 111 atoms, in Å:
C1 4.11900 0.09725 2.32238
C2 3.46460 0.55190 3.75273
O1 3.90918 -0.10916 4.85761
O2 2.49617 1.62794 3.98847
C3 1.51484 1.76631 2.90429
C4 0.26220 0.68635 2.97364
C5 0.62364 -0.80957 2.41362
C6 -0.64296 -1.82092 2.82740
C7 -0.93557 -2.28291 4.40849
C8 -0.02184 -1.73017 5.66734
C9 -1.10259 -1.22613 6.83682
O3 -1.65202 0.01943 6.83960
F1 -1.50259 -2.17852 7.93210
N1 -2.09180 -3.22351 4.78506
C10 -3.05247 -3.79412 3.73382
C11 -2.86293 -3.40052 2.15361
C12 -3.95651 -4.02493 1.07722
C13 -5.31025 -3.05995 1.22094
C14 -5.94093 -2.64456 -0.23465
C15 -7.03684 -3.83489 -0.64398
C16 -6.74879 -1.21807 -0.26141
C17 -5.94845 0.04333 0.42296
C18 -6.69802 0.47579 1.82198
C19 -6.10983 0.40011 3.18983
C20 -4.65677 1.01621 3.65584
C21 -7.00933 -0.33919 4.38668
C22 -1.62402 -2.41236 1.63958
C23 -1.44711 -2.08533 0.03496
O4 -2.28537 -1.36064 -0.71592
O5 -0.27846 -2.67913 -0.68990
F2 0.57934 -3.16185 0.17999
H1 5.22157 -0.29098 2.37429
H2 4.01363 1.02616 1.58962
H3 3.48798 -0.77136 1.80185
H4 1.99905 1.83109 1.81695
H5 1.00607 2.83574 3.05997
H6 -0.27238 0.66361 4.03866
H7 -0.56767 1.12617 2.23638
H8 0.68311 -0.72671 1.23538
H9 1.57558 -1.30487 2.88016
H10 0.62430 -0.79158 5.39153
H11 0.66870 -2.54260 6.15297
H12 -2.29369 -3.52365 5.78437
H13 -3.95604 -4.51029 4.00612
H14 -4.20458 -5.13612 1.38645
H15 -3.53007 -4.05984 -0.01284
H16 -6.08733 -3.72431 1.83354
H17 -5.04074 -2.14538 1.91549
H18 -5.10286 -2.67538 -1.07287
H19 -6.47653 -4.70617 -1.19789
H20 -7.55821 -4.29338 0.32646
H21 -7.94133 -3.38717 -1.28104
H22 -7.83290 -1.30586 0.19767
H23 -6.88047 -0.93369 -1.41294
H24 -6.02432 0.97213 -0.31949
H25 -4.81881 -0.16211 0.65861
H26 -7.80589 0.90597 1.75270
H27 -3.78976 0.21281 3.49726
H28 -4.66633 1.21534 4.83245
H29 -4.39160 2.05489 3.15938
H30 -6.31422 -0.81416 5.22596
H31 -7.71622 -1.18327 3.96948
H32 -7.67792 0.48628 4.92950
C24 0.89922 5.72044 2.43771
C25 0.81582 5.20558 1.02819
O6 1.36090 4.16092 0.67921
N2 0.10638 5.93715 0.12112
C26 -0.59996 7.17824 0.32991
H33 1.49585 5.03282 3.04370
H34 1.38375 6.70098 2.45105
H35 -0.10180 5.78442 2.87377
H36 0.09599 5.52636 -0.80583
H37 -1.65011 7.01725 0.07458
H38 -0.17661 7.92628 -0.34469
H39 -0.52534 7.53190 1.35889
C27 2.61025 -2.53036 -5.52051
C28 3.37785 -3.54291 -4.71781
O7 4.25100 -4.24892 -5.21716
N3 3.08024 -3.66675 -3.39215
C29 2.09904 -2.93836 -2.62434
H40 2.95720 -2.54635 -6.55751
H41 1.54383 -2.77335 -5.50993
H42 2.77626 -1.52745 -5.11690
H43 3.63884 -4.36843 -2.91918
H44 2.61836 -2.42439 -1.81188
H45 1.39600 -3.66018 -2.20176
H46 1.55521 -2.21022 -3.22725
C30 4.64550 1.92358 -3.25502
C31 3.89433 2.33974 -2.02159
O8 4.38950 2.27133 -0.89895
N4 2.62154 2.80638 -2.17500
C32 1.86772 2.96266 -3.39572
H47 5.64351 1.57465 -2.97533
H48 4.12129 1.10407 -3.75507
H49 4.75537 2.77501 -3.93272
H50 2.18116 3.06663 -1.29955
H51 1.59022 4.01531 -3.48988
H52 0.96136 2.35796 -3.31362
H53 2.43257 2.65467 -4.27634
C33 6.96572 2.22725 -7.00004
C34 6.45497 0.88068 -6.57031
O9 5.34489 0.73220 -6.06448
N5 7.26622 -0.20024 -6.75679
C35 8.59113 -0.23570 -7.32791
H54 6.21046 2.98948 -6.78885
H55 7.87404 2.47876 -6.44496
H56 7.16441 2.22755 -8.07559
H57 6.85292 -1.07126 -6.44280
H58 8.56770 -0.89794 -8.19672
H59 9.27148 -0.64876 -6.57933
H60 8.94016 0.75182 -7.63193

Properties
Total charge = +1
LUMO level = -5.52 eV

Mulliken population analysis, charges in e, atoms 1 to 2: -0.57 0.66

***

| no. | molecular weight (g/mol) |
| --- | --- |
| 1 | 813.91 |
| 2 | 742.47 |
| 3 | 732.89 |